(1)
Formula: C20H30FN5O4Pt
Source: the Open Molecules 2025 dataset
Level of theory: ωB97M-V/def2-TZVPD

* energy above the lowest of the compared OMol25 structures with the same formula, charge and spin: 11.6 kcal/mol
* net charge: +2
* HOMO: -0.4928 hartree
* gap between HOMO and LUMO: 8.11 eV
* maximum force: 0.70 eV/A

Geometry (Å):
H (-4.017, -1.049, 5.092)
C (-4.565, -2.124, 2.587)
H (3.549, 1.573, -4.846)
C (-1.295, -2.494, 1.454)
H (5.531, 5.144, -4.241)
C (4.483, 2.047, -4.552)
C (-5.462, -1.661, 3.744)
H (-4.752, -1.497, 1.719)
C (-2.825, -3.045, 3.970)
N (4.588, 2.022, -3.061)
H (-6.367, -2.259, 3.838)
C (-2.271, 2.453, 0.690)
H (-2.746, -4.036, 3.517)
C (-0.415, -0.768, 0.049)
O (1.981, 2.579, -2.249)
H (4.724, -3.127, -1.151)
H (3.666, 2.262, -2.638)
H (-4.799, -3.157, 2.302)
H (6.519, 4.015, -4.879)
H (-2.463, 3.756, 2.383)
H (5.329, 1.483, -4.944)
H (5.264, 2.762, -2.813)
N (-4.687, -1.817, 5.029)
O (4.986, -1.082, -3.018)
C (-3.925, -3.110, 5.042)
H (-4.657, -3.890, 4.843)
C (4.521, 3.504, -4.984)
H (4.531, 3.544, -6.075)
C (-1.349, 0.133, 0.580)
C (4.128, -3.135, -2.065)
C (0.512, -0.354, -0.986)
C (-2.238, -0.301, 1.581)
H (3.134, -3.523, -1.865)
C (-0.487, 1.815, -0.822)
H (3.612, 3.999, -4.640)
H (-0.797, 3.503, 1.867)
H (-3.519, -3.259, 6.040)
C (4.054, -1.750, -2.613)
H (0.296, -2.803, 0.088)
H (-3.261, 2.008, 0.783)
N (-3.175, -1.996, 3.015)
C (0.428, 0.990, -1.420)
H (4.645, -3.763, -2.792)
H (-5.735, -0.610, 3.670)
C (1.311, 1.584, -2.514)
F (-1.304, -3.780, 1.838)
H (-2.932, 0.385, 2.041)
O (1.356, -1.226, -1.398)
H (4.924, 1.111, -2.732)
N (5.668, 4.148, -4.346)
N (-1.363, 1.440, 0.120)
H (-1.639, 2.238, 2.759)
C (-2.231, -1.607, 2.023)
H (-5.313, -1.753, 5.832)
Pt (2.514, -0.694, -2.989)
C (-1.761, 3.014, 2.004)
H (-1.864, -2.801, 4.421)
H (-0.536, 2.858, -1.109)
H (-2.357, 3.237, -0.061)
C (-0.401, -2.093, 0.508)
O (1.255, 0.959, -3.625)

---

(2)
Formula: C20H30N2O4
Source: the Open Molecules 2025 dataset
Level of theory: ωB97M-V/def2-TZVPD

* energy above the lowest of the compared OMol25 structures with the same formula, charge and spin: 111.6 kcal/mol
* net charge: 0
* SMILES: CC(=O)N(C)CCCC[C@](CN)(Cc1ccccc1C)OC(=O)CC=O
* HOMO: -0.3267 hartree
* gap between HOMO and LUMO: 9.40 eV
* maximum force: 2.89 eV/A

Geometry (Å):
H (-0.186, -0.658, -1.299)
H (-2.423, -3.456, -0.774)
C (3.473, -0.691, -1.754)
H (4.266, -1.209, -1.163)
O (-0.166, 0.964, 0.615)
H (-0.917, -2.906, -1.601)
C (1.429, 0.695, -3.209)
C (-1.152, 3.242, 0.057)
O (-1.853, -4.485, 1.399)
H (0.826, -3.495, -0.358)
H (-0.410, 3.917, 0.572)
H (0.923, -3.052, 1.406)
H (1.854, -0.757, -4.849)
H (-2.289, 3.618, 1.702)
C (0.535, -2.726, 0.400)
N (-0.927, -2.490, 0.512)
H (0.637, 1.193, -3.810)
H (4.351, 0.645, 0.416)
H (3.693, -2.044, -3.478)
H (3.140, 1.950, 0.387)
H (0.562, 3.002, -2.088)
H (1.061, -1.752, 0.184)
H (-1.489, 3.817, -0.852)
H (-2.876, -0.829, -0.217)
C (-1.192, -0.306, -1.651)
C (-2.341, -1.252, -1.100)
O (1.170, 2.390, 1.853)
C (0.905, 2.362, -1.224)
H (-1.798, 2.375, 3.425)
H (1.557, 3.040, -0.608)
H (-1.866, -1.721, 2.944)
C (-1.442, 1.239, -1.437)
H (-2.369, 2.001, 1.231)
C (0.365, 1.499, 1.769)
H (-3.019, -1.461, -1.976)
C (3.147, -1.160, -3.086)
H (-2.482, 1.337, -1.009)
C (-1.452, -3.355, 1.553)
H (0.742, 0.946, 3.843)
C (-0.098, 0.803, 3.116)
C (2.773, 0.450, -1.134)
H (-1.174, -0.472, -2.769)
C (-0.407, 1.928, -0.436)
C (3.247, 0.833, 0.304)
H (2.658, 0.316, 1.101)
N (-2.322, 2.968, 0.916)
C (-1.435, -2.748, 3.015)
C (-1.452, 1.340, 3.680)
C (-1.646, -2.654, -0.780)
H (-1.462, 1.795, -2.409)
O (-2.058, 0.612, 4.428)
C (1.697, 1.176, -1.838)
H (-0.341, -2.636, 3.268)
H (-0.140, -0.297, 2.892)
C (2.117, -0.426, -3.818)
H (-1.948, -3.417, 3.739)

---

(3)
Formula: C20H30N3O5PV
Source: the Open Molecules 2025 dataset
Level of theory: ωB97M-V/def2-TZVPD

* expectation value of S²: 0.8253
* net charge: +4
* HOMO (alpha / beta): -0.7938 / -0.7938 hartree
* spin multiplicity: 2
* gap between HOMO and LUMO (alpha / beta): 3.38 / 3.72 eV
* maximum force: 9.77 eV/A

Geometry (Å):
H (-5.437, 0.228, -0.171)
V (0.982, 0.782, -0.873)
H (-2.848, -1.422, 1.810)
H (2.506, -0.731, -7.746)
C (1.647, -0.149, -5.913)
N (1.772, 0.234, -4.822)
O (-1.660, 1.170, 1.571)
P (-0.593, 0.233, 0.777)
C (1.677, 2.501, 0.537)
H (-0.569, 3.396, 2.852)
H (-3.015, 2.665, 1.117)
C (-0.224, 0.872, -2.379)
H (-0.843, -0.436, 3.820)
C (1.807, -5.420, 0.763)
C (-5.170, 0.941, -0.959)
O (-1.409, -1.096, 0.324)
H (-0.651, -3.499, 1.311)
H (-5.535, 0.568, -1.922)
N (1.943, -2.838, 0.390)
C (1.434, -0.931, -1.647)
C (2.527, 1.406, 0.713)
H (2.678, 0.989, 1.704)
H (-2.802, -2.533, 0.427)
C (1.263, -0.260, 4.228)
H (-2.087, 2.763, 3.535)
H (-0.877, -2.524, 2.795)
C (1.421, 2.976, -0.755)
H (-2.071, -3.748, 2.346)
O (-0.942, 0.791, -3.292)
H (4.004, 0.130, -0.196)
C (-2.194, -2.000, 1.158)
H (-0.170, 1.192, 3.510)
H (0.688, 3.768, -0.895)
H (1.011, -1.590, -7.310)
H (1.452, -1.336, 4.209)
H (1.097, 0.059, 5.257)
H (1.383, -5.939, -0.102)
C (-1.951, 2.587, 1.384)
H (-1.364, 2.986, 0.542)
C (0.038, 0.112, 3.441)
N (-2.597, 1.340, -1.036)
C (-3.735, 1.108, -1.003)
O (0.284, -0.306, 2.065)
H (-5.642, 1.906, -0.739)
C (1.860, -3.990, 0.527)
H (3.897, 1.317, -2.417)
H (1.188, -5.629, 1.643)
C (-1.387, -2.992, 1.944)
C (-1.646, 3.289, 2.682)
C (1.518, -0.620, -7.286)
C (2.164, 2.469, -1.845)
H (2.816, -5.804, 0.945)
H (1.980, 2.829, -2.858)
C (3.299, 0.938, -0.366)
H (0.937, 0.094, -7.880)
O (1.618, -1.939, -2.194)
H (1.227, 2.987, 1.398)
H (2.159, 0.239, 3.845)
C (3.209, 1.571, -1.612)
H (-2.068, 4.295, 2.649)

---

(4)
Formula: C20H30NNiP
Source: the Open Molecules 2025 dataset
Level of theory: ωB97M-V/def2-TZVPD

* expectation value of S²: 2.0158
* net charge: 0
* HOMO (alpha / beta): -0.2128 / -0.2905 hartree
* spin multiplicity: 3
* gap between HOMO and LUMO (alpha / beta): 6.32 / 7.67 eV
* maximum force: 2.90 eV/A

Geometry (Å):
H (0.620, 3.940, -4.473)
C (-0.799, 2.757, -3.335)
H (1.400, -0.804, -3.321)
C (-0.277, 0.570, 5.009)
H (-1.610, 1.987, 0.587)
H (4.357, -1.384, -0.628)
C (-2.457, -0.188, -1.771)
P (2.034, -0.626, -0.994)
H (3.505, -1.004, 0.912)
H (2.813, 1.543, -0.265)
H (-3.019, 1.536, -2.990)
C (0.603, 1.515, 4.478)
H (-1.663, 3.109, -3.911)
H (0.186, -0.938, 1.534)
H (-2.536, -2.944, -1.988)
H (2.601, 3.020, -3.242)
C (-1.284, 0.025, 4.207)
C (-3.235, -2.317, -2.597)
N (-2.687, -1.017, -2.952)
C (-0.513, 1.358, 2.314)
C (-1.018, 1.837, -2.290)
C (-1.407, 0.416, 2.869)
H (3.509, 1.202, -1.884)
C (1.585, 2.714, -2.966)
C (0.481, 3.219, -3.661)
C (0.090, 1.372, -1.528)
C (-2.429, 1.318, -2.083)
H (3.112, -1.330, -3.108)
C (2.095, -1.371, -2.680)
H (-1.963, -0.712, 4.617)
H (-2.172, -0.042, 2.258)
H (1.756, -2.420, -2.631)
C (2.595, 1.126, -1.267)
H (-1.785, -1.725, -4.712)
H (3.153, -2.535, 0.051)
H (-2.916, 1.836, -1.243)
H (-1.191, -0.140, -4.151)
C (1.397, 1.793, -1.920)
H (-3.305, -0.366, -1.079)
C (3.400, -1.468, -0.083)
H (-3.480, -2.882, -3.514)
H (-4.162, -2.180, -2.015)
H (-1.526, -0.481, -1.222)
H (-0.305, -1.426, 1.062)
H (1.196, 2.626, 2.741)
C (-1.522, -1.137, -3.816)
H (-0.170, 0.250, 6.041)
C (-0.574, 1.682, 0.830)
Ni (0.000, 0.000, 0.000)
H (-0.654, -1.638, -3.318)
H (0.132, 2.517, 0.623)
H (1.386, 1.925, 5.101)
C (0.485, 1.912, 3.138)